Entry 1
Here is C3H4O3Tm as an isolated structure from OMol25. Energies are from the ωB97M-V functional and the def2-TZVPD basis.

Structure (ORCA input):
```
! wB97M-V def2-TZVPD RIJCOSX def2/J DEFGRID3
* xyz 0 4
C -0.19185 -1.17511 0.27238
O -1.17687 1.42502 -0.36187
C -1.64999 0.39120 -0.87426
C 1.15994 -0.58132 0.50160
O -0.86163 -0.74151 -0.91723
O -2.77554 0.23166 -1.38835
H -0.10363 -2.27111 0.14039
H 1.83410 -1.32472 0.96223
H -0.86203 -1.01844 1.13352
H 2.66308 3.42765 0.21405
Tm 1.96443 1.63670 0.31752
*
```

Summary:
HOMO level (alpha / beta) ... -0.2922 / -0.2928 Eh
Orbital gap (alpha / beta) ... 5.3 / 5.3 eV

Entry 2
Here is C3H4O3Tm as an isolated structure from OMol25. Energies are from the ωB97M-V functional and the def2-TZVPD basis.

Structure (ORCA input):
```
! wB97M-V def2-TZVPD RIJCOSX def2/J DEFGRID3
* xyz 0 4
H -1.72801 -1.67105 0.71838
Tm -1.01827 -0.90957 2.72636
O 0.51180 0.90525 -1.22511
C 1.60994 0.74355 -0.45869
C -0.68375 0.47347 -0.52461
O 2.63047 1.37191 -0.70061
O 1.43749 -0.13255 0.48124
C -0.25583 -0.67500 0.35100
H -1.43367 0.17946 -1.26915
H -1.04326 1.35906 0.02042
H -0.02692 -1.64452 -0.11923
*
```

Summary:
HOMO level (alpha / beta) ... -0.2635 / -0.3005 Eh
Orbital gap (alpha / beta) ... 6.4 / 6.3 eV

Stability, lowest: entry 2

Entry 1
Here is a 11-piece molecular cluster, C9H39NO11 overall from OMol25. Energies are from the ωB97M-V functional and the def2-TZVPD basis.

Structure (ORCA input):
```
! wB97M-V def2-TZVPD RIJCOSX def2/J DEFGRID3
* xyz 0 1
C -15.15780 12.81814 -15.58018
C -15.36113 13.09547 -14.05692
C -13.98263 13.21864 -13.44473
C -16.13203 14.41258 -13.94969
C -17.63665 14.30445 -14.15057
C -18.19935 13.18834 -13.25276
C -17.57168 11.81029 -13.42146
C -17.97566 10.96447 -12.22484
C -18.13319 11.19488 -14.75998
N -16.11500 11.97292 -13.46661
O -15.44831 10.72940 -13.62673
H -16.12369 12.99853 -16.06229
H -14.52241 13.56231 -16.06126
H -14.83374 11.79304 -15.74413
H -13.94693 13.15642 -12.35039
H -13.27111 12.51016 -13.86782
H -13.57705 14.21905 -13.62708
H -15.91896 14.81214 -12.94611
H -15.69380 15.22171 -14.54105
H -18.11024 15.22631 -13.79802
H -17.90900 14.32761 -15.20958
H -19.25660 13.17360 -13.52803
H -18.12112 13.58750 -12.24218
H -17.56645 11.18003 -11.24402
H -17.63932 9.93887 -12.40986
H -19.06453 10.90344 -12.19148
H -17.51514 11.39304 -15.63608
H -19.09376 11.66749 -14.94684
H -18.25605 10.11499 -14.66161
H -15.90133 10.29353 -14.37486
O -16.27978 8.96945 -10.38741
H -16.15803 9.91150 -10.52695
H -15.51961 8.56694 -10.81844
O -11.81047 8.79495 -9.56356
H -11.38797 8.58186 -10.40039
H -12.74106 8.92352 -9.78702
O -15.21728 10.70504 -8.08972
H -14.83953 11.51888 -7.73322
H -15.59799 10.97695 -8.92816
O -11.70400 10.18789 -14.00010
H -12.15629 9.42436 -13.61791
H -11.79017 10.07563 -14.95360
O -12.85004 12.45881 -7.72077
H -12.24142 12.07539 -8.37761
H -12.51058 13.34283 -7.55426
O -12.17855 13.87184 -10.24435
H -11.69507 14.37280 -9.57956
H -13.07031 13.78379 -9.88218
O -16.11075 13.15607 -10.59983
H -15.97765 12.72788 -11.47134
H -15.46945 13.87396 -10.57420
O -9.97253 11.33973 -9.21507
H -9.96709 11.40544 -10.19407
H -9.64529 12.19609 -8.92417
O -10.61849 11.77979 -11.89042
H -11.18622 12.52742 -12.10743
H -10.81725 11.10319 -12.56205
O -13.67873 10.48702 -10.96650
H -13.10631 11.25107 -10.81165
H -13.93315 10.56309 -11.90028
*
```

Summary:
SMILES ... CC1(C)CCCC(C)(C)N1O.O.O.O.O.O.O.O.O.O.O
HOMO level ... -0.3325 Eh
Orbital gap ... 8.9 eV

Entry 2
Here is a 11-piece molecular cluster, C9H39NO11 overall from OMol25. Energies are from the ωB97M-V functional and the def2-TZVPD basis.

Structure (ORCA input):
```
! wB97M-V def2-TZVPD RIJCOSX def2/J DEFGRID3
* xyz 0 1
C -1.47348 0.77139 1.52803
C -0.98354 -0.56997 2.09662
C -1.59711 -0.75837 3.52742
C -1.46705 -1.66413 1.20875
C -0.76295 -2.98377 1.36592
C 0.74238 -2.76432 1.27595
C 1.27509 -1.76154 2.26989
C 1.21768 -2.28012 3.75791
C 2.77139 -1.53033 1.91843
N 0.52533 -0.52130 1.95425
O 0.98505 0.46023 2.89033
H -0.93478 1.04037 0.61878
H -2.56294 0.77623 1.46190
H -1.19898 1.55593 2.23859
H -2.61479 -0.36400 3.45093
H -1.58042 -1.82796 3.75608
H -1.02749 -0.20629 4.28597
H -2.55457 -1.69791 1.17426
H -1.20522 -1.35235 0.18392
H -1.01230 -3.49290 2.29265
H -1.10970 -3.60649 0.53874
H 1.10109 -2.46985 0.29342
H 1.24167 -3.71861 1.46467
H 0.29864 -2.75058 4.08704
H 1.44612 -1.48145 4.46453
H 1.93770 -3.10297 3.84122
H 3.19130 -0.72709 2.52909
H 2.93655 -1.17758 0.90101
H 3.32648 -2.43237 2.18838
H 1.35414 1.12205 2.27844
O -1.86683 2.32647 -5.16625
H -1.90022 2.13278 -4.21575
H -1.44185 3.19996 -5.17715
O 1.67741 0.45634 -0.53933
H 1.08188 -0.11349 -0.02278
H 1.52164 1.35329 -0.18868
O -0.72309 1.13060 -2.07608
H -0.76205 0.24087 -2.47037
H 0.18111 1.20345 -1.73482
O -0.76246 -2.65704 -2.89069
H -0.87607 -2.09185 -3.67056
H 0.20299 -2.77127 -2.80780
O 2.44172 -1.20021 -2.53338
H 3.39920 -1.23454 -2.68182
H 2.28710 -0.50011 -1.86565
O -2.26409 3.32859 -1.95439
H -2.06604 2.37584 -1.90571
H -2.82090 3.49865 -1.18502
O -2.77431 -0.48455 -3.58994
H -3.43392 -1.15642 -3.80655
H -2.79692 -0.46103 -2.62235
O -0.15722 4.84144 -2.86045
H -1.02056 4.60081 -2.47271
H 0.38640 4.15149 -2.45106
O 2.07833 2.92629 -2.16971
H 2.37946 3.33419 -3.00096
H 2.30497 1.98428 -2.25089
O 1.29752 2.68795 0.90465
H 1.79772 3.46890 0.60326
H 0.36380 2.94438 0.95983
*
```

Summary:
SMILES ... CC1(C)CCCC(C)(C)N1O.O.O.O.O.O.O.O.O.O.O
HOMO level ... -0.3490 Eh
Orbital gap ... 9.5 eV

Stability, lowest: entry 1

Entry 1
Here is an isolated molecule of C8H9NO from OMol25. Energies are from the ωB97M-V functional and the def2-TZVPD basis.

Structure (ORCA input):
```
! wB97M-V def2-TZVPD RIJCOSX def2/J DEFGRID3
* xyz 0 1
C -3.19097 0.02005 0.03765
C -1.76018 0.13252 -0.09600
C -1.01933 1.32635 0.14415
C 0.39975 1.29364 0.07534
C 1.16213 0.08555 -0.07340
C 2.63014 0.18896 -0.08314
N 3.27088 -0.79860 0.45665
O 3.24238 1.14037 -0.59441
C 0.47969 -1.11570 -0.36030
C -0.93107 -1.17982 -0.30207
H -3.54595 1.00040 -0.45875
H -3.54773 -0.66417 -0.51869
H -3.34549 0.03671 1.00464
H -1.35128 2.24406 0.38451
H 1.04054 2.36982 0.18091
H 4.44621 -0.70276 0.34822
H 2.80492 -1.65247 0.97206
H 0.85494 -1.97223 -0.55174
H -1.63955 -1.75267 -0.56563
*
```

Summary:
SMILES ... Cc1ccc(C(N)=O)cc1
HOMO level ... -0.3207 Eh
Orbital gap ... 9.5 eV

Entry 2
Here is an isolated molecule of C8H9NO from OMol25. Energies are from the ωB97M-V functional and the def2-TZVPD basis.

Structure (ORCA input):
```
! wB97M-V def2-TZVPD RIJCOSX def2/J DEFGRID3
* xyz 0 1
C 2.07730 0.91620 -1.09498
O 2.13118 0.07366 0.02277
C 0.88466 -0.37670 0.60335
N 0.28444 -1.46419 -0.22247
C -0.99592 -0.89865 -0.10496
C -2.26913 -1.02953 -0.62518
C -3.06501 0.17108 -0.56265
C -2.55472 1.36270 -0.03674
C -1.21046 1.39734 0.35216
C -0.44535 0.25046 0.47399
H 1.20124 0.69536 -1.59446
H 2.92824 0.70217 -1.74604
H 2.13693 2.00981 -0.78715
H 1.07170 -0.70407 1.57794
H 0.42565 -2.43824 0.12115
H -2.42639 -1.80007 -1.44094
H -4.15492 0.18055 -0.86372
H -2.89532 2.32428 -0.13019
H -0.88455 2.30842 0.75327
*
```

Summary:
SMILES ... CO[C@@H]1Nc2ccccc21
HOMO level ... -0.3093 Eh
Orbital gap ... 9.3 eV

Entry 3
Here is a 2-piece molecular cluster, C8H9NO overall from OMol25. Energies are from the ωB97M-V functional and the def2-TZVPD basis.

Structure (ORCA input):
```
! wB97M-V def2-TZVPD RIJCOSX def2/J DEFGRID3
* xyz 0 1
C 2.74196 0.31169 0.00112
C 1.84595 1.22249 0.57139
C 2.32099 -0.96691 -0.34125
C 0.52963 0.88143 0.76621
C 0.95044 -1.15828 -0.49300
C 0.07797 -0.20929 0.06039
C -2.74453 1.08276 -0.66152
C -1.40844 -0.62724 0.11466
N -2.08160 0.57849 0.26494
O -1.59081 -1.58368 1.01880
H 3.84854 0.47013 -0.04744
H 1.96741 2.26311 0.95914
H 3.14740 -1.62458 -0.62119
H -0.11633 1.42576 1.28026
H 0.42048 -2.06859 -0.99862
H -3.03186 2.09588 -0.51551
H -2.92926 0.36317 -1.57734
H -1.76672 -1.18501 -1.53078
H -2.18122 -1.27131 1.74975
*
```

Summary:
HOMO level ... -0.3292 Eh
Orbital gap ... 9.7 eV

Stability, lowest: entry 3

Entry 1
Here is a 6-piece molecular cluster, H12O5S overall from OMol25. Energies are from the ωB97M-V functional and the def2-TZVPD basis.

Structure (ORCA input):
```
! wB97M-V def2-TZVPD RIJCOSX def2/J DEFGRID3
* xyz 0 1
O -0.80224 1.13666 -2.58990
H -0.70287 2.08435 -2.65482
H 0.09449 0.84962 -2.32286
O -2.04250 0.98924 0.48746
H -1.80236 1.16314 -0.41808
H -1.57764 0.13932 0.68668
O 1.76860 0.23358 -1.58938
H 2.61651 0.11900 -2.03885
H 2.02939 0.33779 -0.65953
O -1.34979 -1.59050 1.45615
H -2.28333 -1.79384 1.51711
H -1.00354 -2.05434 0.65660
O 0.21714 -2.87852 -0.39914
H 0.55831 -2.45892 -1.17752
H 0.61139 -3.76390 -0.48294
S 1.14852 1.28035 1.50572
H 0.59029 0.10518 1.83278
H 0.02322 2.01305 1.52546
*
```

Summary:
SMILES ... O.O.O.O.O.S
HOMO level ... -0.3538 Eh
Orbital gap ... 9.8 eV

Entry 2
Here is a 6-piece molecular cluster, H12O5S overall from OMol25. Energies are from the ωB97M-V functional and the def2-TZVPD basis.

Structure (ORCA input):
```
! wB97M-V def2-TZVPD RIJCOSX def2/J DEFGRID3
* xyz 0 1
O -0.04667 0.76847 -2.85625
H -0.08541 0.33669 -1.98774
H 0.85586 1.10988 -2.74569
O -1.74334 3.72829 -3.19780
H -1.95205 2.83190 -2.91854
H -2.58528 4.14769 -3.35156
O -0.40685 -1.40884 2.12048
H 0.11667 -0.87573 2.72457
H -0.35224 -0.93576 1.32939
O 2.08911 -2.80025 1.17881
H 1.64909 -3.64730 1.06220
H 1.34748 -2.24660 1.44495
O -2.87476 -2.46487 1.06935
H -3.73452 -2.88664 1.16592
H -2.25727 -3.06273 1.50301
S 2.95985 2.50383 0.66695
H 2.72776 2.39725 1.98362
H 4.29255 2.50470 0.80833
*
```

Summary:
SMILES ... O.O.O.O.O.S
HOMO level ... -0.3688 Eh
Orbital gap ... 10.1 eV

Stability, lowest: entry 2

Entry 1
Here is an isolated ion of composition C4H8NS and charge +1 from OMol25. Energies are from the ωB97M-V functional and the def2-TZVPD basis.

Structure (ORCA input):
```
! wB97M-V def2-TZVPD RIJCOSX def2/J DEFGRID3
* xyz 1 1
C -1.71726 0.43934 0.78559
C -1.57301 -0.29721 -0.33861
C -0.08624 -0.27487 -0.94588
N 0.75532 -0.58926 0.19136
C 1.81306 0.44893 -0.03122
S 0.60519 1.37486 -1.21349
H -2.62596 0.57966 1.36861
H -0.91419 1.02984 1.10694
H -2.39786 -0.86211 -0.73965
H 0.04135 -0.94233 -1.78702
H 1.19692 -1.63323 0.38371
H 0.13533 -0.34507 1.06381
H 2.15538 0.89590 0.79417
H 2.61199 0.17555 -0.63830
*
```

Summary:
SMILES ... C=C[C@@H]1[NH2+]CS1
HOMO level ... -0.5092 Eh
Orbital gap ... 10.0 eV

Entry 2
Here is C4H8NS as an isolated structure from OMol25. Energies are from the ωB97M-V functional and the def2-TZVPD basis.

Structure (ORCA input):
```
! wB97M-V def2-TZVPD RIJCOSX def2/J DEFGRID3
* xyz 1 1
C -0.66169 -0.13398 -0.11994
C -1.33149 -1.15382 -0.57417
C -1.11206 1.30977 -0.21574
C 0.49987 0.03416 0.80837
N 1.86222 -0.34211 0.17539
S 0.28383 1.94229 0.70317
H -0.87698 -2.05030 -0.26925
H -2.25818 -1.24780 -1.14085
H -1.27315 1.71867 -1.28173
H -2.13564 1.60029 0.19168
H 0.48504 -0.29738 1.82418
H 2.23932 -1.26966 0.24622
H 2.67107 0.21240 0.44025
H 1.60785 -0.32254 -0.78757
*
```

Summary:
HOMO level ... -0.4924 Eh
Orbital gap ... 9.6 eV

Entry 3
Here is an isolated ion of composition C4H8NS and charge +1 from OMol25. Energies are from the ωB97M-V functional and the def2-TZVPD basis.

Structure (ORCA input):
```
! wB97M-V def2-TZVPD RIJCOSX def2/J DEFGRID3
* xyz 1 1
C -0.54335 0.72055 -1.22111
N -0.27248 0.35418 -0.02792
C -1.12627 1.03943 1.13313
C 0.71836 -0.59336 0.42963
C 1.28946 -1.56651 -0.52518
S 2.39005 -0.20931 -0.24955
H -1.44160 1.29327 -1.50770
H 0.23352 0.32248 -2.08029
H -2.17205 0.67795 1.17104
H -1.30430 2.09402 1.06695
H -0.80583 0.70522 2.11040
H 0.58997 -0.78264 1.52697
H 1.56480 -2.53370 -0.21316
H 0.87971 -1.52158 -1.61319
*
```

Summary:
SMILES ... C=[N+](C)[C@H]1CS1
HOMO level ... -0.4993 Eh
Orbital gap ... 8.4 eV

Stability, lowest: entry 1

Entry 1
Here is an isolated ion of composition C4H8NS and charge +1 from OMol25. Energies are from the ωB97M-V functional and the def2-TZVPD basis.

Structure (ORCA input):
```
! wB97M-V def2-TZVPD RIJCOSX def2/J DEFGRID3
* xyz 1 1
C 0.81295 -0.91437 0.47763
C 1.61510 0.09278 -0.23448
C 1.05037 1.51656 0.03879
C -2.26748 -0.89520 -0.05196
N -1.08073 -0.02888 -0.17596
S -0.86473 1.54216 0.07840
H 1.08243 -1.87642 0.10476
H 2.55709 0.00745 0.33093
H 1.53839 -0.09833 -1.25129
H 1.54788 1.73009 1.00948
H 1.37005 2.22945 -0.69470
H -3.21305 -0.40234 0.25452
H -2.03505 -1.24377 0.94006
H -2.11323 -1.65919 -0.82617
*
```

Summary:
HOMO level (alpha / beta) ... -0.5445 / -0.4847 Eh
Orbital gap (alpha / beta) ... 8.9 / 6.7 eV

Entry 2
Here is an isolated ion of composition C4H8NS and charge +1 from OMol25. Energies are from the ωB97M-V functional and the def2-TZVPD basis.

Structure (ORCA input):
```
! wB97M-V def2-TZVPD RIJCOSX def2/J DEFGRID3
* xyz 1 1
C -2.14768 1.14299 -0.37800
C -1.29079 0.43538 0.32335
N 0.28403 0.36015 0.02565
C 1.22245 -0.77844 0.50279
C 2.69360 -0.64393 0.11525
S 3.57904 0.65151 -0.18095
H -3.25398 1.08959 -0.25241
H -1.80009 1.64297 -1.28350
H -1.56708 -0.35968 1.10909
H 0.75656 1.20764 0.41781
H 0.23213 0.60847 -0.96288
H 0.79945 -1.87641 0.23527
H 1.24840 -0.68851 1.63495
H 3.21149 -1.63052 0.24919
*
```

Summary:
SMILES ... C=C[NH2+]CC=S
HOMO level ... -0.4860 Eh
Orbital gap ... 8.7 eV

Stability, lowest: entry 1